Record 1
This record from OMol25 describes a 2-piece molecular cluster, C4H12N2 overall at a distorted geometry. The level of theory is ωB97M-V/def2-TZVPD.

Geometry as XYZ:
```
18
Properties=species:S:1:pos:R:3:mulliken_charge:R:1
H -0.700 1.745 -2.576 0.284
H 1.914 -1.416 2.421 0.387
C -0.417 0.920 -0.005 -0.428
H 1.298 -2.804 1.859 0.398
H -0.340 3.118 -1.761 0.311
H 0.961 -2.077 -0.495 0.347
N 1.023 -1.901 2.273 -0.296
H -0.561 -0.627 1.767 0.400
H -1.461 0.566 0.084 0.429
H -1.866 2.857 -2.287 0.303
H -0.041 1.766 0.580 0.401
C 0.037 -0.048 -1.024 -0.223
H 0.505 -2.004 3.156 0.396
H 0.850 0.417 -1.612 0.434
H -0.750 -0.478 -1.627 0.382
C 0.193 -1.187 1.225 -0.380
C 0.411 -1.238 -0.101 -0.466
N -1.053 2.389 -1.878 -0.675
```

The total charge is +2. The frontier orbital gap is 9.429 eV. The calculation puts the relative energy (zero: lowest compared OMol25 entry of this formula, charge and spin) at 91.5 kcal per mole. The HOMO energy is -19.35 eV. Its multiplicity is 1. Its total energy is -268.33488 Ha.

Record 2
This record from OMol25 describes a 2-piece molecular cluster, C5H4N overall at a distorted geometry. The level of theory is ωB97M-V/def2-TZVPD.

Geometry as XYZ:
```
10
Properties=species:S:1:pos:R:3:mulliken_charge:R:1
C -3.435 0.592 -0.245 0.227
C 1.015 -0.521 0.427 0.493
H 1.678 0.886 -0.863 0.330
H -4.437 1.008 -0.431 0.398
C -2.434 0.048 0.139 -0.444
H 2.543 -0.567 -0.821 0.331
C -0.366 -0.676 0.427 0.276
C 2.133 0.187 -0.218 -0.760
N 0.380 -1.526 1.145 -0.208
H 2.923 0.569 0.440 0.358
```

The total charge is +1. The frontier orbital gap is 8.408 eV. The calculation puts the relative energy (zero: lowest compared OMol25 entry of this formula, charge and spin) at 123.4 kcal per mole. The HOMO energy is -15.72 eV. Its multiplicity is 1. Its total energy is -247.06523 Ha.

Record 3
This record from OMol25 describes a 3-piece molecular cluster, C4H11NO2 overall at a distorted geometry. The level of theory is ωB97M-V/def2-TZVPD.

Geometry as XYZ:
```
18
Properties=species:S:1:pos:R:3:mulliken_charge:R:1
H -1.104 2.299 1.143 0.350
C -0.428 -0.936 0.162 0.350
H -0.619 -1.034 2.118 0.250
C -1.476 -1.769 -0.098 -0.991
H 0.786 -0.238 1.686 0.217
H -2.449 -1.648 0.360 0.267
N -0.165 -0.450 1.438 -0.451
H 1.651 -1.670 -2.359 0.230
H 2.258 1.925 -0.006 0.307
H -1.347 -2.558 -0.824 0.294
O -1.101 2.364 0.179 -0.683
H 1.484 -0.247 -0.436 0.189
C 0.583 -0.661 -0.875 0.072
O 1.725 1.622 0.739 -0.629
H -1.339 1.455 -0.050 0.309
C 0.683 -1.300 -2.045 -0.773
H -0.195 -1.727 -2.518 0.371
H 1.034 2.295 0.797 0.320
```

The frontier orbital gap is 8.279 eV. As for the SMILES: C=CC(=C)N.O.O. The calculation puts the relative energy (zero: lowest compared OMol25 entry of this formula, charge and spin) at 67.9 kcal per mole. The HOMO energy is -7.75 eV. Its multiplicity is 1. Its total energy is -364.15994 Ha.

Record 4
This record from OMol25 describes a 2-piece molecular cluster, C8H14Si overall at a distorted geometry. The level of theory is ωB97M-V/def2-TZVPD.

Geometry as XYZ:
```
23
Properties=species:S:1:pos:R:3:mulliken_charge:R:1
C 0.258 2.667 2.492 0.044
C -0.323 -1.322 -1.117 0.325
H 0.957 -1.402 0.609 0.274
H -1.908 -0.812 1.412 0.500
H -2.410 0.429 -0.334 0.508
H -1.084 0.438 -2.256 0.393
H 2.513 2.005 0.302 0.226
C -0.195 -1.516 0.379 -1.061
H -0.350 -2.499 0.714 0.476
H -0.374 3.067 3.245 0.403
C -1.051 -0.380 1.031 -0.605
C -0.600 0.188 -1.295 -0.784
H 0.408 0.754 -1.307 0.279
H -0.358 0.110 1.757 0.095
H 1.771 -0.964 -3.057 -0.102
C 0.876 2.148 1.584 0.039
H -1.313 1.636 0.040 0.313
H -1.105 -2.024 -1.437 0.465
H 1.305 0.518 0.382 0.222
C -1.433 0.553 -0.091 -0.809
H 1.423 -3.284 -1.963 -0.095
Si 1.287 -1.719 -1.914 -0.007
C 1.707 1.408 0.825 -1.099
```

The frontier orbital gap (alpha / beta) is 7.928 / 6.493 eV. The calculation puts the relative energy (zero: lowest compared OMol25 entry of this formula, charge and spin) at 143.2 kcal per mole. The HOMO energy (alpha / beta) is -8.38 / -7.19 eV. Its multiplicity is 1. Its total energy is -602.47207 Ha.